No. 1
DFT (ωB97M-V with the def2-TZVPD basis set) results for a molecular structure, C14H38BF4N6O6Zn.

The geometry in XYZ format:
```
70
Properties=species:S:1:pos:R:3:mulliken_charge:R:1
Zn 17.52007 -5.84794 -23.32091 1.655
B 16.53831 -6.73773 -20.23131 -0.006
F 17.64555 -7.23147 -19.50450 -0.452
F 15.46204 -7.60954 -20.11024 -0.347
F 16.24772 -5.44554 -19.85002 -0.390
F 16.90317 -6.71814 -21.63311 -0.674
C 17.37679 -8.90857 -24.47699 0.404
O 17.69273 -7.73720 -24.23188 -0.294
N 17.33690 -9.86265 -23.50477 -0.384
N 16.98927 -9.31821 -25.69761 -0.369
H 17.48481 -9.68299 -22.52824 0.222
H 17.03006 -10.78304 -23.75473 0.159
H 16.61570 -10.23020 -25.86460 0.178
H 16.94979 -8.59357 -26.39387 0.210
C 20.33891 -6.15517 -21.82421 0.364
O 19.44790 -6.05698 -22.69288 -0.407
N 21.63227 -6.25059 -22.20540 -0.445
N 20.12584 -6.12724 -20.48479 -0.209
H 22.32587 -6.60383 -21.57488 0.198
H 21.81380 -6.23050 -23.19282 0.238
H 19.17869 -6.31897 -20.16756 0.124
H 20.87423 -6.32289 -19.84887 0.225
C 18.60026 -3.05434 -19.42403 -0.663
O 17.62662 -2.35860 -20.15582 -0.376
C 18.07933 -1.83836 -21.38449 -0.948
C 18.11029 -2.87161 -22.52839 -0.574
N 17.10381 -3.96808 -22.40954 0.921
C 15.75013 -3.38076 -22.59137 -0.595
C 14.66811 -4.44765 -22.77436 -1.133
O 15.27745 -5.55758 -23.42722 0.481
C 14.45880 -6.71894 -23.39383 -0.940
H 19.43093 -3.46434 -20.00344 0.285
H 18.10928 -3.90961 -18.94558 0.181
H 18.99862 -2.50011 -18.56514 0.323
H 19.10296 -1.46810 -21.26267 0.487
H 17.48634 -0.95824 -21.63583 0.355
H 19.03254 -3.43919 -22.35539 0.161
H 18.13439 -2.38677 -23.50203 0.107
H 17.01816 -4.09922 -21.39312 -0.067
H 15.74605 -2.79068 -23.51589 0.144
H 15.49156 -2.65939 -21.81387 0.599
H 13.88057 -4.01104 -23.39094 0.399
H 14.28937 -4.79451 -21.81024 0.518
H 15.02524 -7.51842 -23.87527 0.079
H 13.59917 -6.53966 -24.04980 0.296
H 14.12821 -7.06749 -22.41584 0.338
C 14.94815 -2.36087 -26.41047 -0.940
O 15.38976 -3.63829 -25.99987 -0.317
C 15.78684 -4.56749 -27.06098 -0.817
C 16.70856 -5.54702 -26.32245 -0.471
N 17.49301 -4.93640 -25.20124 1.482
C 18.85839 -4.54918 -25.62497 -0.672
C 18.98633 -3.50988 -26.73506 -0.948
O 18.11579 -2.44900 -26.44445 0.015
C 18.50277 -1.16002 -26.84986 -1.026
H 15.35034 -1.65910 -25.67361 0.295
H 13.88789 -2.35578 -26.65184 0.282
H 15.54994 -2.01914 -27.26922 0.309
H 16.38742 -3.96364 -27.74335 0.316
H 14.80335 -4.90553 -27.37251 0.471
H 17.36261 -6.11157 -26.99315 0.583
H 16.11325 -6.34734 -25.87134 -0.185
H 16.92520 -4.06950 -25.25423 -0.147
H 19.46317 -5.41900 -25.88436 0.366
H 19.30457 -4.09017 -24.73979 0.134
H 18.78411 -4.00005 -27.70235 0.332
H 20.01879 -3.17258 -26.87900 0.563
H 17.62468 -0.52603 -26.70888 0.285
H 18.70351 -1.13385 -27.92732 0.372
H 19.33153 -0.70059 -26.30465 0.341
```

The LUMO energy is -0.079 hartree. As for the charge: +1. The value obtained for the energy is -3539.9619 Ha.

No. 2
DFT (ωB97M-V with the def2-TZVPD basis set) results for 5 unconnected molecules or ions with the total composition C14H39BrN3O4.

The geometry in XYZ format:
```
61
Properties=species:S:1:pos:R:3:mulliken_charge:R:1
Br -0.77748 1.27170 -2.14720 -0.999
C 6.08375 -2.82227 1.10002 -0.911
C 5.53429 -2.43879 -0.34690 -0.217
O 4.99116 -1.12482 -0.35420 -0.545
H 6.85885 -2.10636 1.37350 0.269
H 6.38811 -3.86891 1.10562 0.316
H 5.26941 -2.77978 1.82330 0.263
H 4.88507 -3.27292 -0.61303 0.291
H 6.35568 -2.30068 -1.05000 0.212
H 4.05717 -0.95811 -0.50067 0.321
C -0.17120 4.95478 4.71270 -1.409
C -1.18835 3.91222 5.29268 0.444
C -1.63595 4.38505 6.66049 -0.860
O -2.75556 3.66457 7.06441 -0.284
C -3.04759 4.05802 8.37716 -0.892
N -2.28564 3.77997 4.41312 -0.644
H 0.62866 5.09567 5.43968 0.356
H -0.60319 5.95523 4.68859 0.355
H 0.18066 4.70056 3.71287 0.387
H -0.57710 3.02328 5.44847 0.254
H -2.00363 5.40878 6.73050 0.347
H -0.82607 4.37780 7.38995 0.399
H -3.45393 5.05414 8.55248 0.325
H -2.31829 3.81038 9.14845 0.353
H -3.81503 3.35999 8.71163 0.309
H -1.90771 3.65754 3.48453 0.304
H -2.75282 4.67342 4.35301 0.256
C -3.70701 -4.55434 1.59666 -1.420
C -3.82332 -3.56415 2.72739 0.334
C -2.48779 -3.50325 3.57229 -0.792
O -2.59920 -2.34196 4.44907 -0.287
C -1.47843 -2.36196 5.40544 -0.719
N -4.13267 -2.21907 2.21234 -0.681
H -4.60195 -4.53082 0.97486 0.387
H -3.74001 -5.51699 2.10686 0.370
H -2.84368 -4.58184 0.93181 0.358
H -4.58205 -3.90071 3.43391 0.318
H -1.67340 -3.43292 2.85123 0.385
H -2.41634 -4.39832 4.19023 0.368
H -1.54432 -1.43588 5.97652 0.244
H -0.58851 -2.35257 4.77611 0.312
H -1.42336 -3.30498 5.94929 0.277
H -4.95785 -2.45947 1.68187 0.271
H -3.45855 -2.01366 1.48882 0.275
C 0.19808 0.21995 -10.63517 -1.307
C 0.72104 -0.28067 -9.30700 0.323
C 2.04498 0.49439 -8.95152 -0.729
O 3.08669 -0.01000 -9.83971 -0.322
C 4.41545 0.27282 -9.34829 -0.685
N -0.36249 -0.02387 -8.33464 -0.688
H -0.70586 -0.35397 -10.83919 0.357
H 0.87033 -0.01696 -11.45983 0.321
H -0.06831 1.27671 -10.65457 0.297
H 0.97264 -1.34092 -9.33273 0.301
H 2.22538 0.44651 -7.87762 0.420
H 1.85703 1.56172 -9.06808 0.360
H 5.22905 -0.25466 -9.84620 0.237
H 4.41248 0.08303 -8.27495 0.308
H 4.55830 1.32542 -9.59267 0.276
H -0.57586 -0.92394 -7.92910 0.275
H 0.06627 0.52684 -7.60460 0.256
```

The LUMO energy is 0.091 hartree. As for the charge: -1. The value obtained for the energy is -3595.9707 Ha.

No. 3
DFT (ωB97M-V with the def2-TZVPD basis set) results for 3 unconnected molecules or ions with the total composition C14H39FNO7PSSi4.

The geometry in XYZ format:
```
68
Properties=species:S:1:pos:R:3:mulliken_charge:R:1
C 0.29049 -2.00191 2.52302 -0.078
C -0.19463 -0.81187 2.82352 -0.253
N -0.71883 0.59796 2.95161 0.045
P -2.44838 0.45789 2.55373 0.746
O -3.18175 0.18576 3.90149 -0.648
O -2.63702 -0.94608 1.59144 -0.343
O -3.15399 1.87133 1.90218 -0.431
S 0.16891 1.53285 1.78368 1.195
O 0.67357 2.82213 2.40745 -0.511
O -0.52540 1.71583 0.45683 -0.539
F 1.58292 0.62451 1.44599 -0.257
H 0.75495 -3.04694 2.37549 0.388
H -2.65009 -0.73123 0.62273 0.294
H -3.19630 1.71682 0.91471 0.353
C -4.00720 -6.57231 -3.60451 -1.009
Si -5.26420 -6.60379 -2.20350 0.483
C -6.78492 -5.62423 -2.72466 -1.014
C -5.79747 -8.38411 -1.97122 -1.044
O -4.59183 -5.90480 -0.82852 -0.556
Si -3.95706 -4.39247 -0.45482 0.475
C -3.34388 -4.23682 1.31071 -0.590
C -5.27923 -3.07716 -0.70892 -0.893
C -2.49962 -4.02110 -1.59039 -0.979
H -3.80031 -5.54603 -3.91563 0.294
H -4.38215 -7.12108 -4.47211 0.379
H -3.06905 -7.03107 -3.28122 0.276
H -7.48254 -5.52750 -1.88998 0.279
H -7.29810 -6.12683 -3.54606 0.380
H -6.50433 -4.62444 -3.06285 0.295
H -6.56381 -8.47486 -1.19861 0.293
H -4.95183 -9.02442 -1.70651 0.291
H -6.22316 -8.76013 -2.90857 0.297
H -4.15103 -4.39709 2.02688 0.300
H -2.94799 -3.22820 1.46980 -0.059
H -2.54142 -4.94993 1.51664 0.304
H -5.54136 -2.99194 -1.76735 0.294
H -4.92117 -2.09877 -0.37079 0.297
H -6.17794 -3.32789 -0.14750 0.285
H -2.82971 -3.91665 -2.62356 0.309
H -1.76608 -4.83249 -1.53965 0.270
H -2.00940 -3.09257 -1.29197 0.375
C 6.81398 5.89149 2.23032 -1.009
Si 6.33581 6.25598 0.44646 0.477
C 5.09082 7.66778 0.42367 -1.014
C 7.87701 6.85430 -0.43402 -1.041
O 5.64203 4.88640 -0.24106 -0.524
Si 4.29811 3.93467 0.10533 0.511
C 4.05632 2.49765 -1.07547 -0.947
C 2.74366 4.99250 0.02935 -0.862
C 4.46359 3.21554 1.83878 -0.821
H 5.92529 5.72169 2.84198 0.297
H 7.36742 6.72992 2.66081 0.378
H 7.44231 4.99819 2.27841 0.278
H 4.70803 7.82435 -0.58713 0.279
H 5.55913 8.59355 0.76195 0.381
H 4.24969 7.45291 1.08615 0.297
H 7.66545 7.12833 -1.46972 0.290
H 8.66447 6.09601 -0.42335 0.289
H 8.26195 7.74565 0.07450 0.294
H 3.90906 2.84509 -2.09917 0.301
H 3.16647 1.93231 -0.78041 0.206
H 4.91089 1.81661 -1.05285 0.292
H 2.74393 5.73794 0.82962 0.266
H 1.84849 4.37265 0.14685 0.290
H 2.68182 5.50960 -0.92726 0.294
H 4.42495 4.00324 2.59066 0.275
H 5.41718 2.68613 1.93777 0.287
H 3.65450 2.51117 2.03888 0.238
```

The LUMO energy is -0.040 hartree. The value obtained for the energy is -3135.8341 Ha.